Record 1
ORCA calculation (the ωB97M-V functional and the def2-TZVPD basis) on C61H50FN7O5W as an isolated structure.

Results
- E_HOMO: -16.158 eV
- E: -3279.80206 Eh
- Total charge: +4
- Max |F|: 0.47 eV Å⁻¹
- HOMO-LUMO gap: 0.1689 Eh
- LUMO: -11.56 eV
- 2S+1: 1

```
125
C61H50FN7O5W (the ωB97M-V functional and the def2-TZVPD basis)
W -0.154 0.462 -1.194
C -1.420 3.088 5.898
C -0.983 1.812 5.576
C -0.781 1.458 4.250
C -1.030 2.379 3.236
C -1.453 3.667 3.565
C -1.648 4.017 4.892
C -0.743 2.025 1.818
C 0.577 1.792 1.464
C 1.673 2.123 2.302
C 2.784 2.140 1.526
C 2.401 1.740 0.221
C 3.288 1.592 -0.833
C 4.718 1.957 -0.674
C 5.542 1.279 0.222
C 6.879 1.627 0.332
C 7.393 2.662 -0.438
C 6.574 3.341 -1.330
C 5.240 2.985 -1.457
C 2.868 1.039 -2.027
N 1.552 0.709 -2.361
C 1.671 0.059 -3.597
C 0.606 -0.254 -4.427
C 0.824 -0.997 -5.694
C 0.289 -2.276 -5.829
C 0.466 -2.973 -7.014
C 1.158 -2.390 -8.067
C 1.680 -1.110 -7.937
C 1.519 -0.412 -6.750
C -0.645 0.286 -4.175
C -1.662 0.405 -5.154
C -2.615 1.227 -4.648
C -2.220 1.583 -3.332
N -0.996 0.987 -3.012
C -2.989 2.350 -2.477
C -2.673 2.428 -1.130
C -3.513 3.029 -0.157
C -2.965 2.793 1.059
C -1.724 2.140 0.845
N -1.546 1.866 -0.521
C -4.192 3.031 -3.017
C -5.477 2.655 -2.625
C -6.582 3.290 -3.167
C -6.412 4.316 -4.088
C -5.137 4.697 -4.479
C -4.028 4.050 -3.955
C 3.033 -0.070 -3.966
C 3.765 0.579 -3.028
N 1.022 1.509 0.164
H -1.566 3.367 6.932
H -0.778 1.096 6.361
H -0.400 0.471 4.008
H -1.603 4.405 2.788
H -1.962 5.021 5.140
H 1.586 2.410 3.336
H 3.780 2.435 1.804
H 5.150 0.464 0.820
H 7.521 1.091 1.017
H 8.434 2.937 -0.345
H 6.973 4.149 -1.927
H 4.602 3.518 -2.150
H -0.244 -2.731 -5.003
H 0.062 -3.970 -7.119
H 1.288 -2.933 -8.993
H 2.209 -0.653 -8.761
H 1.912 0.593 -6.655
H -1.612 -0.036 -6.135
H -3.515 1.573 -5.126
H -4.412 3.575 -0.383
H -3.335 3.103 2.020
H -5.619 1.849 -1.915
H -7.577 2.985 -2.873
H -7.276 4.816 -4.503
H -5.003 5.498 -5.192
H -3.034 4.353 -4.258
H 3.379 -0.560 -4.860
H 4.832 0.713 -2.992
F -3.701 -0.588 4.468
C -3.165 -1.553 3.711
C -2.405 -1.171 2.654
C -1.855 -2.130 1.781
C -1.093 -1.758 0.631
O -0.775 -0.494 0.467
C -0.708 -2.780 -0.238
C -0.973 -4.099 0.093
N -1.620 -4.458 1.190
C -1.886 -5.877 1.429
C -1.177 -6.566 2.558
C -0.809 -6.875 1.138
C -2.125 -3.485 2.051
C -2.892 -3.861 3.159
C -3.453 -2.920 4.020
N -4.255 -3.280 5.083
C -4.842 -4.606 5.196
C -4.408 -5.286 6.484
N -4.756 -4.399 7.678
C -5.386 -3.092 7.272
C -4.567 -2.381 6.207
C -0.019 -2.544 -1.516
O 0.581 -3.329 -2.175
O -0.215 -1.248 -1.958
H -2.263 -0.114 2.468
H -0.649 -4.898 -0.561
H -2.912 -6.140 1.205
H -1.732 -7.301 3.123
H -0.466 -5.983 3.127
H -1.123 -7.814 0.707
H 0.153 -6.520 0.797
H -3.029 -4.913 3.338
H -4.547 -5.241 4.368
H -5.932 -4.542 5.139
H -3.331 -5.436 6.511
H -4.905 -6.243 6.629
H -3.915 -4.218 8.230
H -5.395 -4.893 8.305
H -5.460 -2.472 8.163
H -6.395 -3.324 6.938
H -3.644 -1.993 6.643
H -5.167 -1.527 5.898
O -2.881 -0.680 -1.380
H -3.094 -1.124 -2.211
H -3.711 -0.280 -1.095
O 1.879 -1.232 -0.209
H 2.457 -1.757 -0.781
H 2.405 -1.026 0.573
```

---

Record 2
ORCA calculation (the ωB97M-V functional and the def2-TZVPD basis) on C61H50GeN6O4ReS3 as an isolated structure.

Results
- E_HOMO: -15.025 eV
- E: -6332.73745 Eh
- Total charge: +3
- Max |F|: 5.92 eV Å⁻¹
- HOMO-LUMO gap: 0.2130 Eh
- LUMO: -9.23 eV
- 2S+1: 1

```
126
C61H50GeN6O4ReS3 (the ωB97M-V functional and the def2-TZVPD basis)
Re -1.890 -0.543 0.152
N -0.388 -1.573 0.747
S 0.908 -2.214 1.125
N 2.121 -1.136 1.184
S 2.204 -0.009 2.271
N 0.903 0.812 2.569
S -0.013 1.754 1.613
N -1.077 1.102 0.787
C 0.975 2.708 0.476
C 1.508 3.937 0.833
C 2.186 4.665 -0.134
C 2.317 4.162 -1.423
C 1.769 2.931 -1.762
C 1.080 2.197 -0.812
C -0.704 2.854 2.814
C -2.010 3.274 2.608
C -2.578 4.142 3.525
C -1.838 4.577 4.618
C -0.529 4.149 4.805
C 0.052 3.277 3.900
C 2.729 -0.689 3.823
C 2.043 -0.490 5.008
C 2.557 -1.061 6.162
C 3.733 -1.798 6.117
C 4.409 -1.982 4.915
C 3.908 -1.426 3.753
C 3.555 1.019 1.776
C 3.986 1.938 2.727
C 5.039 2.774 2.406
C 5.642 2.675 1.156
C 5.203 1.741 0.227
C 4.148 0.895 0.530
C 0.696 -3.037 2.693
C -0.332 -2.587 3.509
C -0.567 -3.239 4.707
C 0.219 -4.327 5.068
C 1.244 -4.764 4.239
C 1.487 -4.125 3.034
C 1.524 -3.396 -0.036
C 0.585 -4.031 -0.837
C 1.029 -5.000 -1.719
C 2.380 -5.318 -1.781
C 3.303 -4.667 -0.971
C 2.879 -3.694 -0.082
H 1.374 4.341 1.828
H 2.595 5.634 0.117
H 2.838 4.743 -2.172
H 1.870 2.544 -2.768
H 0.598 1.260 -1.060
H -2.553 2.912 1.745
H -3.596 4.481 3.390
H -2.289 5.250 5.334
H 0.039 4.493 5.659
H 1.064 2.919 4.032
H 1.133 0.096 5.021
H 2.039 -0.923 7.102
H 4.132 -2.225 7.027
H 5.327 -2.552 4.887
H 4.422 -1.547 2.807
H 3.516 1.978 3.704
H 5.395 3.493 3.131
H 6.469 3.327 0.909
H 5.686 1.663 -0.738
H 3.787 0.154 -0.172
H -0.949 -1.754 3.198
H -1.372 -2.912 5.351
H 0.015 -4.854 5.991
H 1.843 -5.622 4.516
H 2.257 -4.487 2.365
H -0.463 -3.762 -0.767
H 0.320 -5.515 -2.353
H 2.719 -6.081 -2.469
H 4.354 -4.914 -1.030
H 3.579 -3.166 0.553
C -3.614 2.867 -0.763
C -4.320 1.695 -0.188
N -3.792 0.499 0.051
C -4.812 -0.314 0.509
C -5.967 0.401 0.566
N -5.624 1.654 0.130
C -7.361 0.160 1.071
O -7.664 -1.064 1.416
O -8.094 1.106 1.140
C -4.482 -1.739 0.739
O -5.296 -2.536 1.132
O -3.219 -1.977 0.448
H -2.545 2.667 -0.794
H -3.811 3.770 -0.184
H -3.954 3.050 -1.784
H -6.303 2.405 0.072
H -6.933 -1.711 1.325
C -1.559 -0.371 -1.630
Ge -1.206 -0.201 -3.539
C -2.006 1.501 -4.084
C -3.392 1.639 -4.107
C -3.962 2.800 -4.609
C -3.150 3.821 -5.087
C -1.769 3.696 -5.039
C -1.194 2.534 -4.542
C -2.038 -1.759 -4.400
C -1.595 -3.027 -4.033
C -2.074 -4.141 -4.705
C -2.987 -3.986 -5.740
C -3.431 -2.723 -6.100
C -2.957 -1.602 -5.430
C 0.748 -0.257 -3.705
C 1.306 -0.185 -4.979
C 2.682 -0.236 -5.145
C 3.508 -0.358 -4.035
C 2.957 -0.440 -2.764
C 1.580 -0.396 -2.596
H -4.022 0.830 -3.749
H -5.040 2.898 -4.655
H -3.597 4.706 -5.518
H -1.138 4.491 -5.416
H -0.115 2.423 -4.528
H -0.875 -3.140 -3.228
H -1.731 -5.130 -4.429
H -3.352 -4.855 -6.271
H -4.140 -2.602 -6.908
H -3.298 -0.615 -5.720
H 0.660 -0.094 -5.847
H 3.109 -0.186 -6.138
H 4.582 -0.395 -4.164
H 3.602 -0.551 -1.900
H 1.142 -0.475 -1.606
```

---

Record 3
ORCA calculation (the ωB97M-V functional and the def2-TZVPD basis) on C61H57BBrF14OP4SSbTi as an isolated structure.

Results
- E_HOMO (spin up / spin down): -9.562 / -9.563 eV
- E: -9284.54304 Eh
- Total charge: +1
- Max |F|: 1.32 eV Å⁻¹
- HOMO-LUMO gap (spin up / spin down): 0.2203 / 0.2387 Eh
- LUMO (spin up / spin down): -3.57 / -3.07 eV
- 2S+1: 2
- Expectation value of S²: 0.7557

```
142
C61H57BBrF14OP4SSbTi (the ωB97M-V functional and the def2-TZVPD basis)
Ti 1.282 -1.404 0.684
C 4.475 0.277 1.845
P 3.761 -0.842 0.593
C 4.766 -2.337 0.894
C 4.370 -0.257 -1.019
C 5.746 -0.287 -1.263
C 6.246 0.107 -2.490
C 5.373 0.536 -3.484
C 4.014 0.582 -3.238
C 3.491 0.184 -2.006
P 1.712 0.389 -1.605
C 0.827 -0.138 -3.112
C 1.546 2.195 -1.812
H 5.444 0.636 1.493
H 4.613 -0.292 2.765
H 3.831 1.128 2.058
H 5.795 -2.054 1.117
H 4.742 -2.993 0.027
H 4.359 -2.874 1.749
H 6.435 -0.620 -0.497
H 7.312 0.078 -2.673
H 5.757 0.839 -4.449
H 3.353 0.940 -4.017
H 1.380 0.185 -3.994
H -0.141 0.367 -3.103
H 0.654 -1.203 -3.170
H 1.533 2.419 -2.880
H 2.364 2.725 -1.333
H 0.608 2.528 -1.375
F 2.442 2.104 7.617
C 2.125 2.259 6.340
C 1.875 3.514 5.824
F 1.944 4.581 6.608
C 1.545 3.648 4.484
F 1.278 4.886 4.077
C 1.471 2.575 3.604
P 1.148 2.804 1.795
C -0.501 3.592 1.845
C -0.887 4.384 0.763
C -2.104 5.048 0.769
C -2.955 4.921 1.858
C -2.597 4.106 2.921
C -1.377 3.444 2.914
C 2.264 4.208 1.395
C 3.541 3.868 0.952
C 4.472 4.841 0.618
C 4.123 6.180 0.702
C 2.844 6.534 1.111
C 1.922 5.559 1.456
C 1.696 1.318 4.169
Br 1.528 -0.377 3.314
C 2.021 1.157 5.508
F 2.236 -0.046 6.038
H -0.224 4.516 -0.081
H -2.384 5.662 -0.076
H -3.899 5.449 1.874
H -3.266 3.985 3.762
H -1.124 2.796 3.744
H 3.813 2.824 0.844
H 5.458 4.552 0.277
H 4.840 6.947 0.439
H 2.561 7.576 1.167
H 0.928 5.855 1.763
F -0.690 -1.803 1.449
B -1.383 -0.495 1.310
F -2.636 -0.661 0.840
F -1.317 0.201 2.481
F -0.448 0.072 0.347
F 0.413 -2.064 -1.052
P 1.057 -3.673 -1.440
F 1.753 -5.072 -1.602
F 1.902 -3.000 -2.597
F 2.275 -3.131 -0.386
F 0.250 -4.154 -0.154
F -0.150 -3.928 -2.395
O 1.659 -2.893 2.034
S 1.701 -3.760 3.308
C 0.446 -5.015 3.140
C -0.812 -4.650 2.685
C -1.810 -5.611 2.644
C -1.555 -6.904 3.075
C -0.299 -7.246 3.556
C 0.715 -6.302 3.592
C 3.154 -4.729 3.086
C 4.082 -4.745 4.115
C 5.235 -5.506 3.957
C 5.436 -6.217 2.785
C 4.494 -6.182 1.757
C 3.337 -5.440 1.903
H -1.014 -3.647 2.355
H -2.789 -5.340 2.274
H -2.338 -7.650 3.039
H -0.100 -8.252 3.899
H 1.693 -6.576 3.965
H 3.911 -4.175 5.018
H 5.972 -5.538 4.748
H 6.333 -6.809 2.666
H 4.661 -6.741 0.847
H 2.593 -5.404 1.117
C -5.685 1.983 -4.086
C -4.438 2.815 -3.953
C -4.415 4.085 -4.525
C -3.300 4.907 -4.440
C -2.170 4.465 -3.774
C -2.183 3.204 -3.195
C -3.295 2.364 -3.272
Sb -3.042 0.529 -2.185
C -3.262 -0.875 -3.782
C -3.278 -0.455 -5.111
C -3.324 -1.374 -6.150
C -3.354 -2.729 -5.862
C -3.330 -3.156 -4.543
C -3.279 -2.246 -3.490
C -3.263 -2.748 -2.067
C -5.018 0.337 -1.388
C -5.917 -0.580 -1.931
C -7.185 -0.747 -1.398
C -7.570 0.014 -0.303
C -6.688 0.935 0.235
C -5.409 1.110 -0.291
C -4.509 2.153 0.312
H -6.302 2.351 -4.906
H -6.281 2.018 -3.172
H -5.452 0.936 -4.275
H -5.293 4.436 -5.054
H -3.318 5.888 -4.896
H -1.290 5.092 -3.708
H -1.302 2.862 -2.659
H -3.253 0.605 -5.341
H -3.341 -1.033 -7.177
H -3.390 -3.456 -6.663
H -3.344 -4.217 -4.322
H -3.018 -3.807 -2.033
H -4.231 -2.610 -1.582
H -2.527 -2.213 -1.462
H -5.640 -1.148 -2.811
H -7.871 -1.459 -1.838
H -8.556 -0.106 0.127
H -6.991 1.532 1.088
H -4.724 2.282 1.372
H -4.648 3.119 -0.179
H -3.452 1.891 0.222
```

---

> The lowest E belongs to which entry?

C61H57BBrF14OP4SSbTi

---

> Look up the 2S+1 of the first one.

1

---

> What is the 2S+1 in the second record?

1